Entry from OMol25: a molecular structure, C49H48BrClN6O3SiSn (ωB97M-V/def2-TZVPD).

Structure (ORCA input):
```
! RIJCOSX wB97M-V def2-TZVPD def2/J DEFGRID3
* xyz -2 1
Sn 2.30 -0.46 -0.08
C 5.69 -2.28 -0.01
C 5.74 -0.78 0.02
C 6.94 -0.09 0.05
C 6.90 1.31 0.10
C 5.71 1.98 0.12
C 4.50 1.24 0.09
N 4.57 -0.12 0.05
N 3.26 1.70 0.09
Si 2.59 3.17 0.61
C 0.73 2.92 0.66
C 2.96 4.62 -0.53
C 3.18 3.61 2.34
H 6.54 -2.68 -0.55
H 4.76 -2.64 -0.45
H 5.71 -2.67 1.01
H 7.87 -0.63 0.02
H 7.83 1.86 0.11
H 5.67 3.07 0.13
H 0.31 2.87 -0.35
H 0.22 3.73 1.19
H 0.49 1.98 1.17
H 2.74 4.34 -1.56
H 4.01 4.91 -0.48
H 2.36 5.50 -0.27
H 3.00 2.76 3.00
H 2.65 4.48 2.75
H 4.25 3.83 2.35
C -11.43 -0.91 1.92
O -10.78 0.17 1.29
C -9.50 -0.04 0.85
C -8.83 -1.25 0.96
C -7.53 -1.36 0.48
C -6.89 -0.29 -0.12
C -7.58 0.92 -0.22
C -8.87 1.05 0.26
C -5.51 -0.46 -0.60
N -4.86 -1.59 -0.59
C -3.62 -1.30 -1.12
C -3.54 0.02 -1.46
N -4.76 0.56 -1.13
C -2.38 0.63 -2.03
C -2.27 1.98 -2.39
C -1.10 2.43 -2.93
C -0.05 1.53 -3.13
N -0.13 0.25 -2.80
C -1.26 -0.21 -2.25
C -1.32 -1.63 -1.85
N -0.21 -2.37 -2.01
C -0.22 -3.62 -1.60
C -1.34 -4.24 -1.02
C -2.49 -3.50 -0.87
C -2.49 -2.17 -1.29
H -12.41 -0.54 2.20
H -10.89 -1.24 2.81
H -11.55 -1.76 1.23
H -9.30 -2.12 1.41
H -6.99 -2.30 0.56
H -7.11 1.79 -0.67
H -9.41 1.98 0.18
H -5.03 1.52 -1.21
H -3.11 2.65 -2.22
H -0.98 3.47 -3.21
H 0.90 1.85 -3.56
H 0.71 -4.16 -1.70
H -1.27 -5.26 -0.67
H -3.38 -3.91 -0.41
C 0.36 0.67 5.01
C 1.66 -0.11 4.76
C 2.82 0.59 5.47
C 1.51 -1.54 5.30
C 1.92 -0.18 3.31
C 2.16 -0.29 2.13
H 0.16 0.75 6.08
H -0.49 0.17 4.53
H 0.44 1.68 4.59
H 2.65 0.61 6.55
H 2.92 1.62 5.12
H 3.76 0.07 5.27
H 1.29 -1.52 6.37
H 2.42 -2.11 5.14
H 0.70 -2.06 4.79
Br -2.34 -1.19 2.27
C -1.12 -2.63 2.51
C -1.40 -3.58 3.49
C -0.50 -4.62 3.66
C 0.64 -4.70 2.88
C 0.91 -3.74 1.91
C 0.01 -2.70 1.73
C 2.20 -3.85 1.07
O 2.78 -4.94 1.11
O 2.55 -2.83 0.42
H -2.29 -3.50 4.09
H -0.69 -5.37 4.42
H 1.36 -5.51 2.99
H 0.19 -1.95 0.96
Cl 5.36 3.71 -5.05
C 4.29 2.81 -6.13
C 4.31 3.14 -7.46
C 3.49 2.49 -8.38
C 2.65 1.49 -7.88
C 2.62 1.15 -6.55
C 3.45 1.80 -5.55
C 3.39 1.46 -4.22
H 4.99 3.93 -7.78
H 3.51 2.75 -9.43
H 1.99 0.95 -8.57
H 1.96 0.36 -6.21
H 2.70 0.69 -3.90
H 4.00 1.93 -3.47
*
```

HOMO level in hartree: -0.0046
Energy relative to the best compared isomer or geometry (same formula, charge and spin) in kcal/mol: 5.4
Maximum force in eV/A: 0.19
HOMO-LUMO gap in Eh: 0.110

Atomic partial charges in e from the Löwdin method, atoms 1 to 5:
1 Sn 1.164
2 C -0.028
3 C -0.322
4 C -0.072
5 C -0.092

Entry from OMol25: 2 unconnected molecules or ions with the total composition C4H8N2O (ωB97M-V/def2-TZVPD).

Structure (ORCA input):
```
! RIJCOSX wB97M-V def2-TZVPD def2/J DEFGRID3
* xyz 0 1
C -1.14 0.24 1.18
N -0.46 -0.19 -0.03
C -0.71 -1.54 -0.50
C 0.59 -1.18 0.11
H -0.62 1.12 1.58
H -1.15 -0.55 1.96
H -2.16 0.52 0.94
H -1.39 -2.15 0.09
H -0.80 -1.66 -1.57
H 0.80 -1.55 1.12
H 1.47 -1.04 -0.51
N 0.71 1.96 -1.44
C 1.83 2.24 -1.08
O 2.92 2.59 -0.80
H 0.13 1.20 -1.05
*
```

HOMO level in hartree: -0.3661
Energy relative to the best compared isomer or geometry (same formula, charge and spin) in kcal/mol: 47.9
Maximum force in eV/A: 0.77
SMILES: CN1CC1.N=C=O
HOMO-LUMO gap in Eh: 0.397

Atomic partial charges in e from the natural (NBO) method, atoms 1 to 5:
1 C -0.413
2 N -0.435
3 C -0.251
4 C -0.257
5 H 0.210

Entry from OMol25: 12 unconnected molecules or ions with the total composition C40H84Br4N4O22 in a non-equilibrium geometry (ωB97M-V/def2-TZVPD).

Structure (ORCA input):
```
! RIJCOSX wB97M-V def2-TZVPD def2/J DEFGRID3
* xyz 0 1
C -9.84 -15.72 -17.49
C -10.81 -16.58 -18.38
O -12.02 -16.32 -17.85
C -13.12 -17.08 -18.30
O -13.09 -17.77 -19.32
O -14.18 -16.93 -17.51
C -15.43 -17.39 -17.98
H -8.93 -15.59 -18.08
H -9.54 -16.23 -16.58
H -10.31 -14.79 -17.16
H -10.55 -17.63 -18.40
H -10.73 -16.11 -19.36
H -16.08 -17.20 -17.12
H -15.52 -18.45 -18.22
H -15.80 -16.63 -18.67
C -16.24 -22.39 -13.77
C -15.37 -22.60 -12.66
O -15.31 -23.91 -12.08
C -16.19 -24.35 -11.25
O -17.25 -23.77 -10.97
O -15.87 -25.61 -10.89
C -16.59 -26.22 -9.80
H -16.44 -21.42 -14.21
H -17.23 -22.71 -13.44
H -15.91 -23.10 -14.53
H -15.47 -21.81 -11.91
H -14.37 -22.37 -13.03
H -15.88 -26.37 -8.99
H -16.92 -27.23 -10.05
H -17.54 -25.79 -9.52
C -9.91 -20.80 -10.68
C -10.17 -19.85 -9.39
O -11.15 -20.54 -8.59
C -11.13 -20.43 -7.29
O -10.27 -19.83 -6.66
O -12.20 -21.16 -6.80
C -12.46 -21.27 -5.44
H -10.75 -20.65 -11.36
H -9.67 -21.83 -10.45
H -9.03 -20.35 -11.14
H -10.39 -18.86 -9.78
H -9.32 -19.69 -8.73
H -13.54 -21.20 -5.41
H -12.18 -20.37 -4.90
H -12.09 -22.17 -4.95
C -6.36 -14.45 -11.71
C -6.09 -15.96 -11.23
O -7.14 -16.84 -11.69
C -7.18 -17.28 -12.97
O -6.32 -17.03 -13.82
O -8.36 -17.94 -13.17
C -8.80 -18.32 -14.52
H -5.53 -13.78 -11.52
H -7.27 -14.05 -11.26
H -6.62 -14.52 -12.76
H -6.07 -15.93 -10.14
H -5.17 -16.46 -11.55
H -8.25 -17.58 -15.11
H -9.88 -18.28 -14.66
H -8.42 -19.28 -14.86
C -10.68 -13.48 -11.62
C -10.50 -13.70 -13.15
O -10.91 -15.02 -13.49
C -12.04 -15.27 -14.21
O -12.31 -16.38 -14.62
O -12.81 -14.21 -14.41
C -13.85 -14.32 -15.35
H -10.19 -14.22 -10.99
H -11.72 -13.58 -11.31
H -10.22 -12.52 -11.39
H -9.44 -13.62 -13.40
H -10.98 -12.91 -13.73
H -14.66 -14.94 -14.96
H -13.42 -14.68 -16.28
H -14.35 -13.40 -15.64
C -12.38 -15.68 -8.93
C -12.94 -16.60 -10.01
O -13.65 -17.64 -9.38
C -13.63 -18.92 -9.78
O -13.41 -19.29 -10.94
O -14.22 -19.75 -8.87
C -14.31 -21.18 -9.05
H -11.46 -16.14 -8.56
H -13.20 -15.56 -8.21
H -12.04 -14.78 -9.43
H -12.19 -16.97 -10.71
H -13.67 -16.18 -10.70
H -14.70 -21.72 -8.18
H -13.31 -21.57 -9.21
H -15.03 -21.52 -9.79
C -11.36 -26.70 -19.72
N -11.61 -25.33 -19.21
C -13.01 -25.03 -18.78
C -10.65 -24.43 -19.02
O -9.44 -24.61 -19.22
H -12.00 -26.92 -20.58
H -11.42 -27.53 -19.02
H -10.33 -26.73 -20.07
H -13.71 -24.98 -19.62
H -13.33 -25.88 -18.19
H -13.22 -24.14 -18.18
H -11.05 -23.49 -18.60
C -8.88 -25.09 -14.74
N -9.19 -23.68 -14.80
C -9.55 -23.13 -13.45
C -8.73 -22.94 -15.79
O -8.47 -21.76 -15.74
H -9.65 -25.53 -14.10
H -7.88 -25.23 -14.33
H -8.84 -25.55 -15.72
H -8.94 -23.58 -12.67
H -9.48 -22.04 -13.52
H -10.57 -23.49 -13.34
H -8.61 -23.50 -16.73
C -12.37 -19.74 -16.20
N -12.69 -20.92 -15.31
C -12.35 -20.77 -13.94
C -13.05 -22.03 -15.90
O -13.25 -23.04 -15.24
H -11.29 -19.80 -16.31
H -12.75 -18.84 -15.73
H -12.96 -19.76 -17.12
H -11.38 -20.29 -13.85
H -13.12 -20.19 -13.44
H -12.31 -21.63 -13.27
H -13.16 -21.86 -16.98
C -12.59 -22.56 -21.73
N -12.39 -21.13 -21.49
C -12.77 -20.38 -22.65
C -12.16 -20.64 -20.27
O -12.06 -21.43 -19.29
H -11.88 -23.17 -21.17
H -12.43 -22.76 -22.79
H -13.55 -23.07 -21.65
H -11.93 -20.45 -23.33
H -13.64 -20.79 -23.16
H -12.96 -19.37 -22.28
H -12.15 -19.54 -20.21
Br -13.91 -27.41 -15.63
C -13.98 -26.04 -14.17
C -12.48 -25.75 -13.68
Br -11.80 -27.28 -12.61
H -14.62 -26.43 -13.38
H -14.28 -25.16 -14.73
H -12.57 -24.88 -13.02
H -11.75 -25.59 -14.48
Br -16.28 -22.54 -22.34
C -16.18 -21.40 -20.70
C -16.37 -22.24 -19.46
Br -15.90 -21.10 -17.86
H -16.86 -20.55 -20.75
H -15.25 -20.89 -20.93
H -15.67 -23.07 -19.32
H -17.37 -22.67 -19.39
*
```

HOMO level in hartree: -0.3304
Maximum force in eV/A: 5.86
SMILES: CCOC(=O)OC.CCOC(=O)OC.CCOC(=O)OC.CCOC(=O)OC.CCOC(=O)OC.CCOC(=O)OC.CN(C)C=O.CN(C)C=O.CN(C)C=O.CN(C)C=O.BrCCBr.BrCCBr
HOMO-LUMO gap in Eh: 0.334

Atomic partial charges in e from the Löwdin method, atoms 1 to 5:
1 C -0.031
2 C -0.252
3 O -0.013
4 C -0.489
5 O 0.089

Number 1: E_LUMO 2.9 eV. Number 2: E_LUMO 0.8 eV. Number 3: E_LUMO 0.1 eV.